[1]
Molecular formula: C23H22Cl2FeN6O2S
Method: DFT, the ωB97M-V functional and the def2-TZVPD basis

Element x y z (Å)
1 Fe -1.15063 -0.29343 -0.12473
2 Cl 0.99839 5.12340 2.42961
3 Cl 1.32952 2.88135 4.61435
4 S 0.99532 -0.68213 -0.94331
5 O -0.12485 -1.56641 2.42799
6 O -1.82696 3.51606 -1.62452
7 N 2.90787 1.03703 -0.23729
8 N 2.93069 -1.00114 0.85676
9 N -1.86968 0.03167 -2.24393
10 N -1.79913 -0.04014 1.78717
11 N -2.52410 -2.00523 0.06674
12 N -1.71293 1.66578 -0.22900
13 C -1.05218 1.12296 1.96460
14 C -3.32722 -2.83938 -0.59587
15 C 2.15889 2.09060 -0.92323
16 C -0.50264 3.38041 1.09956
17 C 0.36207 2.59167 3.22931
18 C -2.09031 0.82194 -4.88892
19 C -3.72876 -4.04861 -0.06216
20 C 2.56038 -2.42380 0.91625
21 C 4.36285 1.24839 -0.24656
22 C 0.22415 3.60416 2.22588
23 C -1.99516 1.32718 -2.56967
24 C -3.27122 -4.41545 1.19540
25 C -2.44039 -3.55695 1.89644
26 C 2.37152 -0.17218 -0.01467
27 C -1.83033 -0.86723 -3.22943
28 C -2.10802 -2.36007 1.30198
29 C -1.91809 -0.51373 -4.56465
30 C -1.21436 -1.29618 1.94626
31 C -1.13546 2.12607 0.89360
32 C 3.75101 -0.54284 1.98434
33 C -1.85167 2.32423 -1.43180
34 C -2.13338 1.76277 -3.86998
35 C -0.27737 1.39108 3.10261
36 H 2.20872 1.97034 -2.00668
37 H 2.54719 -2.85108 -0.08238
38 H 2.60275 3.04568 -0.64681
39 H -2.05682 -3.79621 2.87907
40 H -4.38526 -4.69372 -0.62908
41 H -2.25652 2.82072 -4.05913
42 H 3.31634 -2.93052 1.51169
43 H 1.58188 -2.54625 1.37723
44 H -1.86029 -1.27417 -5.33071
45 H -3.66540 -2.51556 -1.57254
46 H 4.88676 0.30167 -0.16144
47 H 4.62922 1.69890 -1.20293
48 H 3.31515 -0.95190 2.89499
49 H -1.71463 -1.90351 -2.93289
50 H -2.18355 1.12895 -5.92265
51 H -0.59765 4.15082 0.34766
52 H 3.73925 0.53753 2.05666
53 H 4.68412 1.91731 0.55147
54 H 1.12019 2.08453 -0.61284
55 H -0.19359 0.64439 3.87819
56 H -3.56339 -5.36443 1.62515
57 H 4.77769 -0.89530 1.89887

total charge	+1
largest force on an atom	2.07	eV Å⁻¹
E_HOMO (spin up / spin down)	-0.396 / -0.420	hartree
multiplicity	6
frontier orbital gap (spin up / spin down)	0.2914 / 0.2345	hartree
E	-107506.3961	eV
LUMO level (spin up / spin down)	-2.86 / -5.05	eV

[2]
Molecular formula: C2H6F2NOP
Method: DFT, the ωB97M-V functional and the def2-TZVPD basis

Element x y z (Å)
1 P -2.74124 0.52538 0.53086
2 F -3.45369 -0.91783 0.29164
3 F -2.79369 0.91024 -1.04207
4 O 0.45397 0.47358 -0.33615
5 N -0.33563 -0.44398 0.40843
6 C 0.68718 1.69458 0.37313
7 C -0.57559 -1.61753 -0.38695
8 H 1.23368 1.46181 1.42290
9 H -1.23999 -1.29472 -1.31212
10 H -1.15116 -2.41225 0.13768
11 H 1.37134 2.40740 -0.30354
12 H 0.35782 -1.98781 -0.60251
13 H -0.26728 2.09583 0.69191

total charge	0
largest force on an atom	3.39	eV Å⁻¹
E_HOMO (spin up / spin down)	-0.254 / -0.377	hartree
multiplicity	3
frontier orbital gap (spin up / spin down)	0.2852 / 0.3362	hartree
E	-20428.8388	eV
LUMO level (spin up / spin down)	0.84 / -1.10	eV

[3]
Molecular formula: C6H10OPS
Method: DFT, the ωB97M-V functional and the def2-TZVPD basis

Element x y z (Å)
1 S -2.19162 1.72667 -0.40237
2 P -1.07624 0.10598 0.12694
3 O -0.07666 0.63346 1.26271
4 C 1.91364 3.11028 0.27199
5 C 0.96680 -0.29271 -1.24745
6 C 1.71404 -0.50064 0.05668
7 C -2.06742 -1.30577 0.64994
8 C 1.66296 1.92814 0.47787
9 C 1.31657 0.62209 0.99794
10 H 1.12264 0.64682 -1.74867
11 H 0.81779 -1.13693 -1.90149
12 H 2.73526 -0.57588 -0.12417
13 H -2.78240 -0.77413 1.32907
14 H -1.32064 -2.05960 0.95811
15 H -3.03885 1.24353 -1.24780
16 H 1.59841 -1.47817 0.30361
17 H -2.63052 -2.05178 -0.07108
18 H 1.80218 0.45210 1.97389
19 H 2.17536 4.11847 -0.05453

total charge	+1
largest force on an atom	4.63	eV Å⁻¹
E_HOMO	-0.497	hartree
frontier orbital gap	0.3370	hartree
E	-28545.2286	eV
LUMO level	-4.37	eV

[4]
Molecular formula: C12H6N5O6S
Method: DFT, the ωB97M-V functional and the def2-TZVPD basis

Element x y z (Å)
1 S 2.58953 0.23499 2.48521
2 O 1.07956 -3.06748 4.07318
3 O 3.22973 3.04932 3.81954
4 O 1.49718 3.46350 5.27589
5 O 3.21408 -2.56242 4.05469
6 O -0.81187 -1.17286 7.50261
7 O -1.13448 0.95412 8.26672
8 N 0.76723 2.81502 6.22449
9 N -0.06098 -1.84624 6.60780
10 N 2.02930 -2.30629 4.36108
11 N 2.45540 2.60041 4.64387
12 N -0.51507 0.22469 7.50087
13 C 0.10566 1.20785 2.07586
14 C 0.34106 -1.22470 1.99489
15 C -1.83967 -0.21989 2.20946
16 C 0.52240 0.35765 6.60300
17 C 0.90349 0.05519 2.17446
18 C 2.20781 1.34218 5.16552
19 C 2.50884 0.09898 4.47477
20 C 0.79817 -0.90874 6.06405
21 C 1.76898 -1.04914 5.03855
22 C -1.27339 1.06001 2.13051
23 C 1.19893 1.50291 6.12413
24 C -1.03819 -1.35947 2.10348
25 H -2.91850 -0.33325 2.33878
26 H 3.60290 -0.09353 4.39975
27 H 0.99998 -2.07588 1.81564
28 H -1.47094 -2.36387 2.13923
29 H -1.91535 1.94452 2.13855
30 H 0.60246 2.18137 2.03897

total charge	-1
largest force on an atom	4.03	eV Å⁻¹
E_HOMO	-0.156	hartree
frontier orbital gap	0.2382	hartree
E	-43101.5929	eV
LUMO level	2.25	eV

[5]
Molecular formula: C4H11AgF6NO10S2
Method: DFT, the ωB97M-V functional and the def2-TZVPD basis

Element x y z (Å)
1 Ag -0.01553 0.31015 -0.71636
2 S 0.71054 -0.74075 2.46147
3 S -1.44301 -1.85005 1.78711
4 F -1.22759 0.47706 4.02281
5 F 0.28135 1.79547 3.32983
6 F -3.57829 -0.45786 0.85613
7 F 0.72636 0.43239 4.97966
8 F -4.15129 -2.48056 1.49874
9 F -3.15444 -1.90152 -0.53062
10 O 0.44953 2.24540 0.42994
11 O 1.25118 1.08178 -4.44537
12 O 0.93125 -1.99301 3.25156
13 O -0.57799 -1.34315 -2.22044
14 O -0.89192 -3.13083 1.28382
15 O 1.71393 -1.18035 -0.81265
16 O 0.87735 1.73106 -2.30804
17 O -2.02605 1.37544 -1.05508
18 O 1.87428 -0.10732 1.86774
19 O -1.76942 -1.73359 3.18932
20 N -0.58273 -0.67485 1.21519
21 C 3.07801 1.37778 -2.95592
22 C 0.08587 0.59359 3.78999
23 C 1.60665 1.48605 -3.33209
24 C -3.20933 -1.65872 0.81668
25 H -2.07091 2.28307 -1.35576
26 H 2.59032 -1.17281 -0.42777
27 H -1.27923 -1.24702 -2.86483
28 H 3.38765 1.74147 -1.97615
29 H 3.36918 0.36799 -3.24513
30 H -2.93956 1.11921 -0.92827
31 H -0.37307 -2.27814 -2.22642
32 H 3.63190 2.07583 -3.58365
33 H 1.64004 -2.04129 -1.22440
34 H 0.51632 2.38062 1.37519
35 H 0.56863 3.11748 0.05376

total charge	0
largest force on an atom	6.01	eV Å⁻¹
E_HOMO (spin up / spin down)	-0.368 / -0.356	hartree
multiplicity	2
frontier orbital gap (spin up / spin down)	0.3569 / 0.2173	hartree
E	-68260.8007	eV
LUMO level (spin up / spin down)	-0.31 / -3.78	eV

Record order is preserved below.
ΔE to the lowest compared entry with this formula, charge and spin: 24.2, 28.8, 42.1, 0.0, 0.0 kcal/mol